85
Properties=species:S:1:pos:R:3 method="wB97M-V/def2-TZVPD" charge=0 lumo_energy_ev=0.09 homo_lumo_gap_ev=8.6 homo_energy_ev=-8.53
N 0.998 0.350 1.868
P 1.271 0.783 0.358
O -0.226 0.988 -0.360
O 2.120 -0.476 -0.339
O 2.151 2.242 0.411
S 2.424 2.933 -1.107
O 1.138 3.152 -1.829
O 3.273 1.791 -2.080
S 2.380 1.238 -3.411
H 1.417 1.050 2.487
H -0.773 0.287 0.053
H 1.840 -0.609 -1.261
H 2.138 2.278 -4.277
C 6.196 -0.046 -5.170
O 5.506 0.653 -5.904
N 6.771 -1.203 -5.589
N 6.442 0.278 -3.869
H 7.336 -1.787 -5.003
H 6.609 -1.477 -6.550
H 6.032 1.127 -3.524
H 7.001 -0.278 -3.252
C -3.706 -0.299 1.435
O -2.612 -0.393 0.887
N -3.875 0.297 2.638
N -4.849 -0.792 0.883
H -4.763 0.380 3.096
H -3.062 0.676 3.089
H -4.770 -1.244 -0.010
H -5.753 -0.726 1.321
C -6.690 -3.039 3.246
O -6.811 -1.820 3.332
N -5.836 -3.622 2.362
N -7.396 -3.901 4.023
H -5.717 -4.613 2.271
H -5.298 -3.010 1.772
H -8.041 -3.504 4.692
H -7.308 -4.897 3.965
C 0.772 5.323 3.042
O 1.479 5.106 4.020
N 0.731 4.486 1.973
N -0.028 6.420 2.949
H 0.160 4.643 1.162
H 1.309 3.667 2.009
H -0.022 7.059 3.722
H -0.615 6.617 2.160
C 5.336 -2.183 -9.156
O 5.981 -2.351 -8.125
N 5.385 -3.051 -10.198
N 4.520 -1.109 -9.329
H 4.867 -2.932 -11.046
H 5.980 -3.860 -10.096
H 4.465 -0.448 -8.571
H 3.983 -0.946 -10.157
C 5.159 6.890 3.019
O 6.350 7.132 3.163
N 4.450 6.132 3.896
N 4.439 7.362 1.960
H 3.472 5.924 3.792
H 4.945 5.767 4.689
H 4.928 7.926 1.290
H 3.464 7.176 1.822
C 5.949 -6.617 -8.285
O 5.985 -6.002 -9.340
N 6.326 -6.055 -7.105
N 5.529 -7.910 -8.203
H 6.306 -6.535 -6.227
H 6.638 -5.099 -7.133
H 5.243 -8.353 -9.057
H 5.491 -8.431 -7.349
C -10.299 -1.883 6.227
O -9.583 -2.483 5.438
N -11.263 -2.503 6.960
N -10.187 -0.544 6.433
H -11.860 -2.030 7.611
H -11.371 -3.492 6.830
H -9.484 -0.056 5.907
H -10.761 -0.029 7.073
C -3.711 0.852 6.016
O -3.700 1.533 4.998
N -3.262 1.321 7.213
N -4.172 -0.429 6.034
H -3.261 0.783 8.058
H -2.914 2.262 7.234
H -4.513 -0.809 5.167
H -4.190 -1.003 6.855

***

26
Properties=species:S:1:pos:R:3 method="wB97M-V/def2-TZVPD" charge=0 lumo_energy_ev=1.03 homo_lumo_gap_ev=10.1 smiles=Cc1ccccc1.CCC homo_energy_ev=-9.06 de_lowest_ev=0.7056
C -1.867 -1.663 -1.524
C -1.313 -2.107 -0.176
C -0.825 -1.760 -2.645
H -2.685 -2.342 -1.778
H -2.306 -0.668 -1.550
H -1.990 -2.839 0.264
H 0.177 -1.647 -2.229
H -0.788 -2.631 -3.312
H -1.180 -1.353 0.599
H -0.348 -2.599 -0.274
H -0.902 -1.027 -3.461
C -0.487 2.615 2.237
C 2.611 0.645 1.233
C 1.711 1.425 1.967
C 2.308 0.254 -0.033
C 0.462 1.732 1.487
C 1.074 0.615 -0.583
C 0.142 1.300 0.169
H 3.555 0.348 1.674
H 2.012 1.727 2.966
H 2.990 -0.391 -0.574
H 0.838 0.509 -1.635
H -1.454 2.651 1.731
H -0.122 3.622 2.419
H -0.876 1.425 -0.171
H -0.736 2.160 3.201

***

43
Properties=species:S:1:pos:R:3 method="wB97M-V/def2-TZVPD" charge=0 lumo_energy_ev=-0.89 homo_lumo_gap_ev=7.6 homo_energy_ev=-8.48 de_lowest_ev=17.1101
C -1.321 -1.446 -0.672
H -2.409 -1.806 -0.235
O -0.869 -0.502 0.134
C -0.726 -0.668 1.362
C -1.778 -0.096 2.183
C -1.420 -0.283 3.558
C -0.345 -1.021 4.003
C 0.412 -1.872 3.066
C 0.348 -1.563 1.692
C 1.340 -2.023 0.865
O 1.996 -3.294 0.855
O 1.788 -1.237 -0.172
C 2.459 -1.417 -1.128
H 2.595 -2.574 -1.313
C 2.367 -0.655 -2.373
O 3.308 -0.539 -3.281
N 1.319 0.381 -2.206
H 0.863 0.318 -1.414
C 1.066 1.074 -3.163
H 1.936 1.119 -4.021
C 1.053 2.588 -2.735
C -0.137 3.196 -2.750
H -0.377 3.722 -3.565
C -1.023 1.971 -2.815
H -1.347 1.129 -1.917
H -2.212 2.052 -3.144
C -0.484 1.149 -3.773
H -0.367 1.235 -4.736
H -0.567 0.074 -3.786
H -0.591 3.815 -1.782
H 1.491 2.475 -1.622
H 1.685 3.227 -3.293
H 3.721 -1.381 -0.693
H 1.177 -2.349 3.413
H -0.322 -1.419 5.048
S -2.453 0.248 4.735
C -2.249 -0.290 6.284
H -0.928 0.317 6.652
H -2.174 -1.270 6.390
H -2.647 0.287 6.939
H -2.323 0.657 2.013
H -1.194 -1.038 -1.812
H -0.663 -2.292 -0.788

***

8
Properties=species:S:1:pos:R:3 method="wB97M-V/def2-TZVPD" charge=0 lumo_energy_ev=-0.61 homo_lumo_gap_ev=9.4 homo_energy_ev=-10.02 de_lowest_ev=1.3084
C -0.051 -1.058 -0.217
N 0.874 1.331 0.327
F 0.884 -1.760 0.357
S -0.299 0.475 0.811
Cl -1.969 0.960 -0.662
H 0.439 -0.507 -0.980
H -1.019 -1.616 -0.464
H 1.141 2.175 0.829

***

17
Properties=species:S:1:pos:R:3 method="wB97M-V/def2-TZVPD" charge=0 lumo_energy_ev=0.36 homo_lumo_gap_ev=9.9 smiles="C=CCC.BS" homo_energy_ev=-9.53 de_lowest_ev=1.8930
B 1.824 2.337 2.885
C -1.245 0.598 -1.359
C -1.286 -0.965 -1.583
C -0.533 -1.584 -0.473
C 0.556 -2.363 -0.547
S 2.390 1.532 1.491
H 1.556 1.755 3.911
H 1.812 3.538 2.939
H -1.658 0.952 -0.451
H -1.716 0.938 -2.158
H -0.131 0.822 -1.442
H -0.755 -1.166 -2.435
H -2.351 -1.281 -1.752
H -0.951 -1.367 0.473
H 2.851 0.258 2.039
H 1.080 -2.529 -1.437
H 1.228 -2.710 0.242

***

11
Properties=species:S:1:pos:R:3 method="wB97M-V/def2-TZVPD" charge=0 lumo_energy_ev=0.36 homo_lumo_gap_ev=7.7 homo_energy_ev=-7.29 de_lowest_ev=3.2113
C 0.824 -1.381 -0.032
C 1.629 -0.252 -0.122
C -1.315 -0.349 -0.336
N -0.479 -1.205 -0.040
N 1.047 0.911 -0.203
N -2.504 0.187 -0.090
H 1.206 -2.362 -0.234
H 2.664 -0.318 -0.306
H 1.853 1.622 -0.143
H -2.891 0.929 -0.619
H -2.921 0.285 0.895

***

59
Properties=species:S:1:pos:R:3 method="wB97M-V/def2-TZVPD" charge=0 lumo_energy_ev=-0.43 homo_lumo_gap_ev=7.3 homo_energy_ev=-7.73 de_lowest_ev=0.9527
Au -1.205 -0.553 0.579
C 1.725 1.926 5.580
C 0.724 2.672 4.706
N -0.368 1.827 4.226
C -1.626 1.855 4.964
C -1.690 0.864 6.118
C -0.144 1.018 3.167
S -1.439 -0.130 2.788
N 1.044 1.040 2.636
C 1.466 0.833 1.387
O 0.856 1.091 0.343
C 2.859 0.296 1.291
C 3.818 0.562 2.261
C 5.103 0.058 2.122
C 5.426 -0.734 1.028
C 4.462 -1.019 0.070
C 3.184 -0.498 0.199
H 2.542 2.592 5.864
H 2.140 1.079 5.039
H 1.259 1.557 6.493
H 1.231 3.099 3.840
H 0.270 3.492 5.262
H -2.435 1.662 4.262
H -1.752 2.874 5.333
H -1.559 -0.155 5.754
H -2.663 0.929 6.607
H -0.923 1.067 6.865
H 3.553 1.174 3.112
H 5.853 0.279 2.871
H 6.427 -1.134 0.927
H 4.707 -1.655 -0.771
H 2.401 -0.722 -0.513
Se -3.162 -2.760 -2.186
C -4.141 -2.536 -3.802
C -3.474 -2.209 -4.979
C -4.183 -2.068 -6.159
C -5.560 -2.256 -6.167
C -6.226 -2.584 -4.998
C -5.517 -2.725 -3.811
H -2.402 -2.060 -4.955
H -3.664 -1.813 -7.074
H -6.115 -2.147 -7.090
H -7.297 -2.730 -5.006
H -6.027 -2.976 -2.890
O -0.113 -1.419 -1.336
S -0.189 -0.811 -2.732
C 1.452 -1.137 -3.436
C 1.938 0.174 -4.037
C 1.549 1.257 -3.030
C 0.098 0.983 -2.649
H 1.385 -1.966 -4.137
H 2.051 -1.441 -2.579
H 1.437 0.357 -4.991
H 3.009 0.140 -4.232
H 1.660 2.258 -3.448
H 2.170 1.198 -2.137
H -0.618 1.420 -3.345
H -0.135 1.292 -1.628
Cl -3.174 -0.687 -1.573

***

67
Properties=species:S:1:pos:R:3 method="wB97M-V/def2-TZVPD" charge=0 lumo_energy_ev=-0.66 homo_lumo_gap_ev=7.8 homo_energy_ev=-8.50
Sn -1.864 -0.310 0.669
C -3.131 1.546 -3.704
C -3.274 1.548 -2.323
N -2.308 1.971 -1.517
C -1.182 2.389 -2.094
C -1.039 2.362 -3.481
N -2.010 1.950 -4.289
C -0.049 2.808 -1.213
C 0.879 3.745 -1.653
C 1.973 4.042 -0.849
C 2.103 3.344 0.346
C 1.126 2.419 0.702
N 0.044 2.194 -0.036
C 1.281 1.589 1.933
C 2.543 1.292 2.451
N 2.713 0.534 3.526
C 1.610 0.050 4.087
C 0.354 0.310 3.560
N 0.186 1.076 2.490
C 2.970 5.058 -1.256
C 4.328 4.876 -1.016
C 5.219 5.856 -1.422
N 4.855 6.980 -2.032
C 3.556 7.152 -2.256
C 2.583 6.232 -1.895
H -3.935 1.202 -4.342
H -4.187 1.187 -1.863
H -0.108 2.654 -3.953
H 0.754 4.240 -2.606
H 2.929 3.554 1.010
H 3.443 1.654 1.968
H 1.724 -0.568 4.970
H -0.534 -0.119 4.011
H 4.697 3.976 -0.541
H 6.283 5.727 -1.250
H 3.270 8.075 -2.749
H 1.540 6.444 -2.090
Cl 0.726 -5.252 -4.398
C -0.111 -4.095 -3.413
C -1.506 -4.024 -3.479
C -2.188 -3.117 -2.709
Cl -3.912 -3.040 -2.807
C -1.528 -2.232 -1.819
O -2.225 -1.400 -1.112
C -0.116 -2.316 -1.792
C 0.698 -1.419 -1.006
O 0.316 -0.520 -0.260
C 0.576 -3.248 -2.588
H -2.054 -4.685 -4.137
H 1.786 -1.532 -1.145
H 1.658 -3.282 -2.545
O -3.826 -1.589 1.715
C -3.785 -2.608 2.386
C -2.605 -3.378 2.737
C -2.825 -4.526 3.505
C -1.770 -5.321 3.875
C -0.463 -5.007 3.490
C -0.234 -3.888 2.736
C -1.289 -3.028 2.335
O -0.982 -1.977 1.645
N -2.017 -6.516 4.684
O -3.168 -6.766 4.996
O -1.056 -7.193 5.000
H -4.732 -3.016 2.782
H -3.828 -4.789 3.810
H 0.348 -5.653 3.794
H 0.768 -3.622 2.425

***

46
Properties=species:S:1:pos:R:3 method="wB97M-V/def2-TZVPD" charge=0 lumo_energy_ev=0.77 homo_lumo_gap_ev=9.2 smiles="CCOC(=O)N1CCC(O)(c2cc(C)c(C)cc2C)CC1" homo_energy_ev=-8.48 de_lowest_ev=0.5947
C 0.541 4.877 2.127
C 0.948 5.267 0.713
H 1.939 5.727 0.700
H 0.211 5.955 0.286
O 1.065 4.126 -0.135
C -0.096 3.662 -0.656
O -1.176 4.165 -0.452
N 0.102 2.599 -1.470
C 1.356 1.893 -1.602
H 2.158 2.516 -1.209
C 1.300 0.564 -0.844
H 2.199 -0.018 -1.057
H 1.276 0.771 0.220
C 0.081 -0.288 -1.261
C -0.094 -1.491 -0.334
C -0.123 -2.748 -0.931
C -0.286 -3.925 -0.222
C -0.434 -3.853 1.163
C -0.414 -2.605 1.758
C -0.250 -1.416 1.053
C -0.231 -0.169 1.900
H 0.763 -0.031 2.330
H -0.927 -0.286 2.729
H -0.500 0.736 1.367
H -0.531 -2.546 2.832
C -0.615 -5.091 1.986
H -1.508 -5.632 1.673
H -0.712 -4.844 3.041
H 0.236 -5.761 1.863
C -0.304 -5.242 -0.935
H 0.496 -5.886 -0.570
H -0.175 -5.101 -2.005
H -1.248 -5.759 -0.764
H -0.007 -2.800 -2.001
C -1.221 0.545 -1.285
H -1.575 0.730 -0.274
C -1.038 1.885 -2.002
H -1.921 2.511 -1.861
H -0.885 1.738 -3.078
H -1.982 -0.045 -1.800
O 0.318 -0.785 -2.572
H 0.402 -0.029 -3.161
H 1.544 1.728 -2.670
H 0.529 5.761 2.759
H 1.243 4.155 2.537
H -0.454 4.439 2.115

***

89
Properties=species:S:1:pos:R:3 method="wB97M-V/def2-TZVPD" charge=0 lumo_energy_ev=0.22 homo_lumo_gap_ev=7.1 homo_energy_ev=-6.91 de_lowest_ev=0.2728
K 0.926 0.609 -0.319
C 3.531 -7.251 2.655
C 2.966 -5.863 2.517
C 2.828 -5.274 1.261
C 2.280 -4.012 1.122
C 1.863 -3.318 2.250
C 1.987 -3.886 3.506
C 2.541 -5.152 3.634
S 1.173 -1.688 2.062
O 0.564 -1.371 3.344
O 2.265 -0.806 1.662
N 0.203 -1.761 0.837
C -0.938 -2.521 0.844
C -1.523 -3.137 1.939
C -2.725 -3.859 1.825
C -3.377 -3.991 0.632
C -2.811 -3.401 -0.524
C -3.406 -3.521 -1.800
C -2.801 -2.961 -2.887
C -1.596 -2.255 -2.690
N -1.024 -2.099 -1.524
C -1.600 -2.672 -0.434
H 4.295 -7.442 1.901
H 2.748 -8.002 2.529
H 3.976 -7.400 3.638
H 3.154 -5.817 0.381
H 2.161 -3.559 0.146
H 1.648 -3.332 4.371
H 2.642 -5.596 4.618
H -1.064 -3.030 2.911
H -3.140 -4.315 2.716
H -4.302 -4.547 0.548
H -4.334 -4.073 -1.897
H -3.221 -3.048 -3.880
H -1.095 -1.801 -3.541
N -2.636 1.023 -1.603
C -1.922 0.956 -2.756
N -0.635 0.872 -2.802
C -0.188 0.919 -4.113
C 1.146 0.876 -4.510
C 1.449 0.952 -5.858
C 0.442 1.063 -6.818
C -0.891 1.099 -6.441
C -1.191 1.028 -5.088
S -2.748 1.081 -4.305
H -2.117 0.831 -0.756
H -3.578 0.667 -1.612
H 1.926 0.793 -3.763
H 2.484 0.920 -6.173
H 0.701 1.119 -7.866
H -1.675 1.182 -7.182
C 0.742 2.131 3.552
N -0.562 1.521 3.754
C -0.691 0.784 5.004
C -1.251 1.169 2.631
O -0.784 1.349 1.502
N -2.500 0.619 2.825
C -3.416 1.154 3.817
C -3.149 0.026 1.677
H 1.013 2.680 4.454
H 0.706 2.820 2.715
H 1.500 1.366 3.350
H 0.276 0.352 5.258
H -1.388 -0.040 4.889
H -1.021 1.436 5.817
H -2.908 1.850 4.476
H -3.855 0.355 4.420
H -4.230 1.694 3.320
H -2.424 -0.543 1.102
H -3.624 0.784 1.040
H -3.915 -0.667 2.027
C -0.038 4.270 -3.743
C 0.573 3.709 -2.546
N 1.029 3.250 -1.600
H 0.432 3.841 -4.628
H 0.086 5.352 -3.750
H -1.100 4.027 -3.755
Br 0.722 5.514 1.372
C 2.043 5.796 0.057
C 1.846 6.844 -0.833
C 2.761 7.080 -1.845
C 3.880 6.269 -1.966
C 4.078 5.229 -1.074
C 3.163 4.982 -0.056
I 3.521 3.362 1.203
H 0.969 7.468 -0.725
H 2.600 7.900 -2.532
H 4.602 6.446 -2.752
H 4.949 4.594 -1.166

***

| no. | energy (Eh) |
| --- | --- |
| 1 | -3598.76919 |
| 2 | -390.60995 |
| 3 | -1375.56640 |
| 4 | -1052.82771 |
| 5 | -581.96383 |
| 6 | -281.47204 |
| 7 | -4908.79952 |
| 8 | -3200.24795 |
| 9 | -943.30264 |
| 10 | -6271.78791 |